1.
ORCA calculation (ωB97M-V/def2-TZVPD) on 2 unconnected molecules or ions with the total composition C3H8O2S at a distorted geometry.

```
14
Properties=species:S:1:pos:R:3:nbo_charge:R:1
O -2.9165 3.3731 -0.5767 -0.5214
C -2.0608 2.5020 -0.6608 0.6411
O -2.0757 1.2924 0.0076 -0.7151
H -1.2823 2.5610 -1.4632 0.1010
H -2.0750 0.5778 -0.6762 0.4940
C 1.6476 -1.4067 -0.9440 -0.7332
S 2.0810 -0.2796 0.5550 0.1409
C 0.7980 -0.8934 1.7823 -0.7484
H 1.7592 -0.6564 -1.7869 0.2248
H 2.1875 -2.3671 -1.1833 0.2256
H 0.5520 -1.6738 -0.9521 0.2096
H 0.6781 -2.0749 1.6335 0.2277
H -0.2753 -0.4692 1.4678 0.2156
H 0.9823 -0.4853 2.7968 0.2377
```

Summary:
- Multiplicity: 1
- SMILES: O=CO.CSC
- Energy relative to the best compared isomer or geometry (same formula, charge and spin): 181.7 kJ/mol
- HOMO energy: -8.8 eV
- Largest force on an atom: 3.202 eV Å⁻¹
- LUMO: 0.4 eV
- Gap between HOMO and LUMO: 9.16 eV

=====

2.
ORCA calculation (ωB97M-V/def2-TZVPD) on 2 unconnected molecules or ions with the total composition C10H15N2 at a distorted geometry.

```
27
Properties=species:S:1:pos:R:3:nbo_charge:R:1
C 1.8368 2.0263 0.2483 -0.6538
C -1.3342 -0.0132 -0.0527 0.1516
C -0.3404 0.8678 -0.6386 -0.1336
C 0.6145 1.1350 0.3343 -0.1309
C -0.0316 0.7808 1.6444 -0.0455
C -2.4885 -0.6552 -0.7111 -0.2328
C -2.4838 -0.5152 -2.0603 -0.1889
C -1.4153 0.2474 -2.7422 -0.2119
C -0.3792 0.8954 -2.0416 -0.2002
N -1.0663 -0.0389 1.3683 -0.5328
H -3.2669 -0.9629 -0.1565 0.2165
H -3.2818 -0.9864 -2.5932 0.2247
H -1.8218 -0.3356 1.9924 0.4263
H -1.6944 0.4182 -3.8790 0.2399
H 0.3828 0.8224 2.6295 0.2124
H 0.3190 1.4639 -2.6830 0.2285
H 1.5402 2.8912 -0.2831 0.2478
H 2.6891 1.5314 -0.0607 0.1964
H 2.0473 2.5853 1.1636 0.2328
C 2.2128 -2.5148 1.9843 -0.4852
N 2.7337 -1.2884 1.2276 -0.7048
H 1.7353 -0.8809 0.9445 0.4987
H 3.2226 -0.6495 1.7786 0.4338
H 3.3716 -1.4057 0.5079 0.4380
H 2.5721 -3.4759 1.6299 0.2546
H 1.0708 -2.7850 1.9419 0.2613
H 2.2967 -2.4650 3.1070 0.2568
```

Summary:
- Multiplicity: 1
- Charge: +1
- Energy relative to the best compared isomer or geometry (same formula, charge and spin): 342.8 kJ/mol
- HOMO energy: -11.0 eV
- Largest force on an atom: 6.076 eV Å⁻¹
- LUMO: -3.4 eV
- Gap between HOMO and LUMO: 7.61 eV

=====

3.
ORCA calculation (ωB97M-V/def2-TZVPD) on a molecular structure, C30H13CsF15GeNSSe2Te2.

```
66
Properties=species:S:1:pos:R:3:nbo_charge:R:1
Cs 2.2074 1.8617 0.5775 0.9044
C -0.8623 3.9745 -1.1500 -0.2510
C -1.2369 2.6400 -1.1848 -0.1570
C -0.9146 1.8618 -2.2932 -0.2329
C -0.2245 2.4198 -3.3583 -0.2147
C 0.1470 3.7589 -3.3224 -0.2210
C -0.1707 4.5345 -2.2191 -0.2251
H -1.0867 4.5801 -0.2800 0.2091
H -1.7406 2.1860 -0.3426 0.2182
H -1.1715 0.8118 -2.2918 0.2323
H 0.0521 1.8106 -4.2105 0.2141
H 0.7045 4.1837 -4.1453 0.2104
H 0.1415 5.5705 -2.1788 0.2070
Se 4.1720 4.2901 1.2154 -0.9615
Te 5.6543 3.1427 2.9224 -0.0350
Te 4.4786 0.6659 3.2848 -0.0872
Se 6.2988 -0.9940 2.7722 -0.8237
N 4.8605 1.9167 -2.4410 -0.8038
C 4.0959 2.0265 -3.5823 0.1824
C 3.6942 3.2815 -4.0512 -0.2369
C 2.9682 3.3940 -5.2230 -0.2093
C 2.6115 2.2719 -5.9608 -0.2925
C 3.0034 1.0242 -5.4909 -0.1881
C 3.7349 0.8970 -4.3234 -0.2806
H 4.8887 1.0141 -1.9930 0.3888
H 4.8316 2.6968 -1.7952 0.4091
H 3.9516 4.1650 -3.4799 0.2100
H 2.6729 4.3803 -5.5619 0.2010
H 2.0350 2.3656 -6.8705 0.2022
H 2.7351 0.1297 -6.0398 0.2030
H 4.0229 -0.0845 -3.9672 0.2104
F 1.3801 -3.3829 0.4905 -0.2889
C 0.5416 -4.0175 1.3046 0.4302
C -0.5886 -3.4031 1.8150 -0.5635
C -1.3817 -4.1807 2.6377 0.4044
F -2.5217 -3.6771 3.1536 -0.3220
C -1.0974 -5.4951 2.9599 0.2307
F -1.9042 -6.2103 3.7555 -0.2997
C 0.0429 -6.0745 2.4308 0.2847
F 0.3429 -7.3479 2.7180 -0.2965
C 0.8650 -5.3385 1.6001 0.2409
F 1.9578 -5.9035 1.0796 -0.2902
Ge -1.1219 -1.5339 1.4472 1.3549
S 0.0499 -0.3565 0.1519 -0.8992
C -1.3154 -0.8495 3.2918 -0.5657
C -2.4896 -0.5620 3.9610 0.4090
F -3.6941 -0.8237 3.4237 -0.3236
C -2.5130 -0.0187 5.2359 0.2308
F -3.6719 0.2452 5.8539 -0.3004
C -1.3176 0.2374 5.8807 0.2831
F -1.3242 0.7565 7.1155 -0.2955
C -0.1147 -0.0573 5.2630 0.2484
F 1.0284 0.1696 5.9031 -0.2777
C -0.1398 -0.5974 3.9845 0.4103
F 1.0412 -0.8926 3.4343 -0.2927
C -2.9764 -1.6682 0.7009 -0.5304
C -3.4701 -2.7440 -0.0052 0.4008
F -2.8184 -3.9233 -0.0427 -0.3214
C -4.6594 -2.7057 -0.7235 0.2345
F -5.1013 -3.7855 -1.3836 -0.3000
C -5.3949 -1.5371 -0.7500 0.2776
F -6.5503 -1.4757 -1.4259 -0.2981
C -4.9303 -0.4276 -0.0655 0.2384
F -5.6369 0.7088 -0.0854 -0.2964
C -3.7356 -0.5150 0.6293 0.4146
F -3.3351 0.6098 1.2443 -0.3133
```

Summary:
- Multiplicity: 1
- Charge: -2
- Energy relative to the best compared isomer or geometry (same formula, charge and spin): 64.7 kJ/mol
- HOMO energy: -1.0 eV
- Largest force on an atom: 0.945 eV Å⁻¹
- LUMO: 3.4 eV
- Gap between HOMO and LUMO: 4.31 eV

=====

4.
ORCA calculation (ωB97M-V/def2-TZVPD) on a molecular structure, C3LiO6Tl at a distorted geometry.

```
11
Properties=species:S:1:pos:R:3:nbo_charge:R:1
O 1.1448 1.8064 -0.4285 -0.7847
C 0.4523 0.8377 -0.1278 0.3923
O 1.3358 -0.2153 0.3623 -0.7501
C 0.9124 -1.5493 0.4072 0.9701
O -0.3146 -1.7617 0.2777 -0.8063
O 1.8359 -2.3577 0.5384 -0.7312
Tl 3.1936 0.9261 0.0812 0.8073
C -3.4463 0.8719 0.1419 0.6089
O -3.2186 0.5193 -1.0277 -0.7774
O -2.9624 0.4195 1.1913 -0.7538
Li -1.4515 -0.2632 -0.1729 0.8249
```

Summary:
- Multiplicity: 2
- ⟨S²⟩: 0.7530
- Charge: -1
- Energy relative to the best compared isomer or geometry (same formula, charge and spin): 0.0 kJ/mol
- HOMO energy (alpha / beta): -3.3 / -5.5 eV
- Largest force on an atom: 2.720 eV Å⁻¹
- LUMO (alpha / beta): 2.1 / 2.1 eV
- Gap between HOMO and LUMO (alpha / beta): 5.48 / 7.64 eV

=====

5.
ORCA calculation (ωB97M-V/def2-TZVPD) on a molecular structure, C21H16N2O6Pb.

```
46
Properties=species:S:1:pos:R:3:nbo_charge:R:1
Pb -3.7990 -0.2084 -2.2711 1.4718
O -5.6800 -0.1397 1.7033 -0.6319
C -5.0192 -0.3165 0.6953 0.7485
O -5.1722 0.2287 -0.4568 -0.8208
C -3.8287 -1.2738 0.7830 0.1137
C -3.4856 -1.9399 1.9482 -0.2073
C -2.3497 -2.7347 1.9416 -0.1515
C -1.5786 -2.8272 0.7891 -0.2116
C -1.9873 -2.1326 -0.3333 0.1034
N -3.0982 -1.3995 -0.3186 -0.5183
C -1.1808 -2.0919 -1.6285 0.7536
O -0.0977 -2.6687 -1.6475 -0.6876
O -1.7130 -1.4049 -2.5624 -0.8101
H -4.1082 -1.8072 2.8210 0.2529
H -2.0556 -3.2717 2.8344 0.2215
H -0.6714 -3.4117 0.7395 0.2456
C 3.8729 3.2123 -1.1508 -0.2526
O 3.0408 2.1068 -1.4640 -0.4912
C 3.3070 0.9293 -0.8531 0.2870
C 4.3560 0.7096 0.0320 -0.2997
C 4.5121 -0.5427 0.6145 -0.1738
C 3.6430 -1.5833 0.3284 -0.2391
C 2.5927 -1.3705 -0.5536 -0.2031
C 2.4336 -0.1246 -1.1313 0.0989
N 1.3233 0.1150 -2.0052 -0.4969
C 0.1588 0.6199 -1.6925 0.2864
C -0.3634 1.0313 -0.4504 -0.3271
C 0.3251 1.0330 0.7958 -0.0765
C -0.3141 1.3991 1.9430 -0.2914
C -1.6733 1.7811 1.8933 -0.1226
C -2.3696 1.8005 0.7184 -0.3085
C -1.7439 1.4254 -0.4984 0.4727
O -2.4060 1.4266 -1.6084 -0.8218
H 4.9079 3.0223 -1.4430 0.1802
H 3.8289 3.4469 -0.0849 0.1825
H 3.4835 4.0496 -1.7216 0.2077
H 5.0479 1.5027 0.2741 0.2257
H 5.3318 -0.6984 1.3039 0.2193
H 3.7745 -2.5518 0.7899 0.2236
H 1.8611 -2.1340 -0.7991 0.2747
H 1.4312 -0.1838 -2.9638 0.4231
H -0.5234 0.7003 -2.5279 0.2547
H 1.3625 0.7373 0.8421 0.2105
H 0.2164 1.3950 2.8850 0.2176
H -2.1789 2.0596 2.8102 0.2213
H -3.4130 2.0853 0.6801 0.2462
```

Summary:
- Multiplicity: 1
- Energy relative to the best compared isomer or geometry (same formula, charge and spin): 0.0 kJ/mol
- HOMO energy: -8.6 eV
- Largest force on an atom: 0.151 eV Å⁻¹
- LUMO: -0.6 eV
- Gap between HOMO and LUMO: 7.91 eV

=====

6.
ORCA calculation (ωB97M-V/def2-TZVPD) on a molecular structure, C31H24N4O5RuS3.

```
68
Properties=species:S:1:pos:R:3:nbo_charge:R:1
Ru -1.4775 -0.9229 -0.0117 1.0082
O -0.4474 -1.5931 -1.5478 -0.6294
C -0.3778 -2.8251 -1.9609 0.4085
C 0.7589 -3.2257 -2.6996 -0.2244
C 0.8907 -4.5110 -3.1619 -0.1875
C -0.1146 -5.4655 -2.9492 -0.2927
C -1.2517 -5.0815 -2.2806 -0.1395
C -1.4011 -3.7830 -1.7709 -0.2437
C -2.6678 -3.4179 -1.1859 0.1859
N -2.9210 -2.3730 -0.4941 -0.3967
C -4.3199 -2.1461 -0.1253 -0.2213
C -4.6090 -0.6771 -0.3667 -0.2404
N -3.6554 0.0207 0.4547 -0.4616
C -3.9599 1.1460 0.9637 0.1811
C -3.0945 1.8841 1.8368 -0.2683
C -3.4491 3.1904 2.2044 -0.1429
C -2.6842 3.9289 3.0732 -0.3167
C -1.5373 3.3241 3.6189 -0.1902
C -1.1779 2.0399 3.3035 -0.2556
C -1.9288 1.2524 2.3744 0.4187
O -1.5722 0.0609 2.0800 -0.7128
H 1.5217 -2.4798 -2.8768 0.2085
H 1.7876 -4.7903 -3.7024 0.2030
H -0.0024 -6.4769 -3.3160 0.2031
H -2.0604 -5.7901 -2.1314 0.1959
H -3.4958 -4.0982 -1.3987 0.1629
H -4.4413 -2.3633 0.9382 0.2107
H -4.9820 -2.7940 -0.7062 0.1793
H -5.6482 -0.4275 -0.1183 0.1791
H -4.4346 -0.4458 -1.4238 0.2019
H -4.9401 1.5939 0.7446 0.1422
H -4.3516 3.6168 1.7739 0.1900
H -2.9545 4.9432 3.3351 0.1985
H -0.9176 3.8878 4.3083 0.1989
H -0.2927 1.5951 3.7355 0.2078
S 3.8140 0.9343 2.6826 -0.3276
C 2.8046 -0.2891 2.1138 -0.1031
S 1.2668 -0.6445 2.7795 0.5192
C 0.9649 -1.8140 1.5245 -0.1125
N 1.9510 -1.9383 0.7020 -0.2684
N 2.9739 -1.0830 1.0368 -0.2529
C 4.0643 -1.0400 0.1217 0.1300
C 3.7762 -1.0332 -1.2347 -0.1449
C 4.8144 -1.0121 -2.1511 -0.2289
C 6.1328 -0.9960 -1.7148 -0.2194
C 6.4067 -1.0065 -0.3547 -0.2190
C 5.3749 -1.0313 0.5719 -0.1925
S -0.5708 -2.6224 1.3352 -0.0641
H 2.7410 -1.0457 -1.5469 0.2395
H 4.5900 -1.0017 -3.2103 0.2091
H 6.9432 -0.9747 -2.4325 0.2041
H 7.4317 -0.9978 -0.0059 0.2065
H 5.5798 -1.0338 1.6318 0.2364
O 2.1638 2.0358 0.0939 -0.6911
C 1.2607 3.0362 -0.0166 0.4326
C 1.6061 4.3580 0.2558 -0.3173
C 0.6817 5.3742 0.0829 -0.1811
C -0.5971 5.0940 -0.3797 -0.2650
C -0.9450 3.7794 -0.6402 -0.1334
C -0.0394 2.7416 -0.4534 -0.2382
C -0.5416 1.3412 -0.5387 0.7731
O -1.6166 1.0543 -1.1277 -0.6755
O 0.0552 0.4407 0.1154 -0.6228
H 2.8127 2.2038 0.7954 0.5001
H 2.6100 4.5750 0.6020 0.2094
H 0.9661 6.3946 0.3108 0.2019
H -1.3214 5.8875 -0.5075 0.2046
H -1.9458 3.5171 -0.9580 0.2301
```

Summary:
- Multiplicity: 2
- ⟨S²⟩: 0.7577
- Charge: -1
- Energy relative to the best compared isomer or geometry (same formula, charge and spin): 0.0 kJ/mol
- HOMO energy (alpha / beta): -4.5 / -4.5 eV
- Largest force on an atom: 0.480 eV Å⁻¹
- LUMO (alpha / beta): 2.6 / 2.6 eV
- Gap between HOMO and LUMO (alpha / beta): 7.13 / 7.16 eV

=====

energy relative to the best compared isomer or geometry (same formula, charge and spin) of number 6 (C31H24N4O5RuS3)?
0.0 kJ/mol